{"formula": "C32H80Cl8O19", "method": "wB97M-V/def2-TZVPD", "species": ["C", "C", "C", "O", "C", "H", "H", "H", "H", "H", "H", "H", "H", "C", "C", "C", "O", "C", "H", "H", "H", "H", "H", "H", "H", "H", "C", "C", "C", "O", "C", "H", "H", "H", "H", "H", "H", "H", "H", "C", "C", "O", "O", "H", "H", "H", "H", "H", "H", "C", "C", "O", "O", "H", "H", "H", "H", "H", "H", "C", "C", "O", "O", "H", "H", "H", "H", "H", "H", "C", "C", "O", "O", "H", "H", "H", "H", "H", "H", "C", "C", "O", "O", "H", "H", "H", "H", "H", "H", "C", "C", "O", "O", "H", "H", "H", "H", "H", "H", "C", "C", "O", "O", "H", "H", "H", "H", "H", "H", "C", "C", "O", "O", "H", "H", "H", "H", "H", "H", "C", "Cl", "Cl", "H", "H", "C", "Cl", "Cl", "H", "H", "C", "Cl", "Cl", "H", "H", "C", "Cl", "Cl", "H", "H"], "xyz": [[7.1423, -26.3680, -25.3498], [7.1952, -25.0030, -26.0546], [8.2014, -25.2558, -27.1380], [8.9856, -26.4205, -26.7054], [8.6111, -26.7702, -25.4128], [6.4842, -27.0460, -25.8934], [6.7402, -26.2970, -24.3392], [7.5582, -24.2320, -25.3750], [6.2465, -24.6783, -26.4821], [8.8364, -24.3871, -27.3117], [7.7004, -25.4523, -28.0859], [9.2367, -26.3362, -24.6328], [8.7079, -27.8376, -25.2145], [9.1768, -27.1135, -21.0888], [10.5196, -27.8332, -21.1867], [10.1497, -29.2940, -21.4420], [8.7272, -29.3585, -21.2729], [8.1608, -28.1092, -21.5223], [9.2104, -26.2377, -21.7370], [9.0168, -26.7988, -20.0576], [11.2533, -27.7314, -20.3871], [11.1520, -27.5172, -22.0164], [10.6416, -29.9818, -20.7543], [10.4450, -29.5209, -22.4664], [7.1606, -28.0637, -21.0915], [7.9953, -28.0241, -22.5963], [12.2099, -28.0037, -24.9194], [12.6586, -26.8191, -25.7639], [12.1528, -27.2462, -27.1606], [11.8024, -28.6254, -27.1032], [12.2000, -29.1558, -25.8812], [11.1958, -27.8504, -24.5502], [12.8481, -28.1580, -24.0494], [13.7428, -26.7097, -25.7414], [12.2044, -25.9317, -25.3230], [12.9699, -27.0787, -27.8623], [11.3366, -26.6031, -27.4896], [13.1905, -29.5668, -26.0766], [11.6033, -30.0342, -25.6354], [4.7929, -23.5482, -29.5478], [5.5166, -22.2781, -29.9406], [6.9202, -22.5708, -30.1143], [4.7809, -24.4907, -30.5930], [3.7711, -23.3878, -29.2038], [5.2376, -24.0242, -28.6738], [5.5288, -21.6133, -29.0769], [5.1347, -21.8830, -30.8820], [7.0126, -22.9087, -31.0082], [5.6546, -24.8724, -30.7052], [6.9913, -20.9324, -24.5898], [6.6310, -20.1322, -23.3461], [6.9310, -18.7560, -23.4292], [6.1521, -20.5341, -25.7031], [6.7462, -21.9808, -24.4198], [8.0393, -20.8688, -24.8828], [7.1174, -20.5763, -22.4776], [5.5971, -20.2793, -23.0338], [6.6423, -18.4544, -24.2936], [6.6097, -20.5200, -26.5469], [8.5283, -24.4287, -32.6851], [7.7318, -25.5976, -32.1555], [7.5338, -25.5248, -30.7781], [7.7968, -23.1611, -32.6790], [8.8559, -24.5660, -33.7156], [9.4404, -24.3573, -32.0926], [8.1610, -26.5641, -32.4196], [6.7407, -25.6019, -32.6092], [8.4014, -25.6438, -30.3846], [8.3751, -22.4752, -33.0205], [13.6059, -24.1272, -27.3230], [12.2114, -23.6876, -27.7207], [11.8341, -24.1258, -29.0049], [14.5154, -23.4801, -28.1784], [13.7460, -25.1821, -27.5590], [13.8591, -23.9390, -26.2796], [12.2333, -22.5979, -27.7058], [11.4785, -24.0350, -26.9925], [11.1101, -23.5561, -29.2746], [14.3937, -22.5307, -28.1048], [9.9010, -21.3947, -29.0821], [9.1195, -21.1078, -27.8301], [7.7660, -20.8572, -28.0586], [9.6918, -22.7257, -29.5344], [10.9614, -21.1496, -29.0221], [9.6658, -20.7342, -29.9166], [9.5592, -20.2903, -27.2588], [9.1517, -21.9892, -27.1896], [7.3771, -21.5177, -28.6365], [8.7930, -22.7600, -29.8699], [4.1513, -27.9328, -23.6154], [3.0845, -26.8720, -23.5229], [2.3282, -27.1445, -22.3502], [5.1030, -27.7286, -22.5568], [4.7085, -27.8764, -24.5505], [3.8193, -28.9535, -23.4255], [2.4716, -26.9006, -24.4239], [3.6735, -25.9562, -23.4736], [1.7476, -26.3912, -22.2197], [4.8037, -28.3040, -21.8491], [6.5892, -23.4875, -21.2433], [6.0454, -24.7127, -20.5299], [5.1962, -24.4532, -19.4255], [7.2873, -23.7714, -22.4731], [7.3475, -23.0340, -20.6050], [5.8312, -22.7127, -21.3583], [6.8251, -25.3943, -20.1901], [5.3911, -25.1895, -21.2597], [4.6152, -25.2169, -19.3975], [8.0861, -23.2415, -22.5251], [11.7549, -23.3352, -23.5639], [10.3603, -23.6321, -22.9469], [9.6248, -22.4725, -22.5611], [11.4895, -22.5217, -24.6641], [12.2117, -24.2525, -23.9353], [12.3306, -22.7586, -22.8398], [10.4914, -24.3321, -22.1216], [9.7477, -24.1635, -23.6751], [10.2179, -21.9975, -21.9745], [11.2240, -21.6368, -24.4032], [3.8428, -28.1900, -27.7237], [2.4276, -29.1756, -27.2840], [3.6365, -26.5271, -27.0332], [4.6202, -28.7929, -27.2545], [3.9699, -28.2643, -28.8037], [7.1620, -30.3752, -23.9037], [8.8016, -30.7188, -24.4604], [6.1817, -31.7262, -24.4369], [7.1748, -30.3670, -22.8138], [6.7166, -29.5002, -24.3772], [9.2172, -29.4786, -28.5304], [9.3623, -30.1614, -30.1803], [7.5244, -29.5065, -27.8888], [9.9219, -30.0090, -27.8899], [9.4880, -28.4238, -28.5752], [3.3618, -22.9123, -25.4082], [2.8222, -21.5878, -26.4358], [3.0780, -22.4981, -23.7532], [2.7163, -23.7702, -25.5966], [4.3930, -23.2359, -25.5500]], "atomic_forces_ev_per_a": [[-0.2248, 0.8544, 0.7167], [-0.3372, -0.1343, 0.4198], [0.4720, -0.1915, -0.2518], [0.4108, 0.6852, -0.9770], [-1.2780, -0.7790, 0.2980], [0.3014, -0.2289, -0.2494], [0.0483, 0.1161, 0.2003], [-0.1227, 0.0036, 0.1840], [-0.0763, -0.0377, 0.1498], [0.3777, -0.1567, 0.0846], [0.1344, -0.5070, -0.0691], [0.0975, 0.8133, 0.1651], [0.1880, -0.4105, -0.6534], [1.1893, 1.4486, 0.4770], [1.1969, -0.4208, -0.7782], [0.4807, 0.9514, 1.3444], [0.5786, -0.9038, -0.8451], [-0.4265, 0.3037, 0.7700], [-0.4467, 0.0626, 0.1838], [-0.2856, 0.0874, -0.0994], [-0.7164, -0.0127, 0.6457], [-0.4669, 0.2940, -0.4066], [-0.4545, -0.4451, -0.1451], [-0.6262, -0.7070, -0.4975], [0.0368, -0.1186, 0.0667], [-0.1239, -0.2863, -0.8554], [0.0702, -0.2803, 0.8899], [-0.4263, -0.6280, 0.3363], [0.7116, 1.1450, -0.0309], [-1.1894, 0.8004, -0.8231], [1.1516, -0.8736, -0.2684], [-0.2650, 0.1393, -0.0084], [0.1198, -0.1525, 0.0340], [-0.0502, -0.0130, -0.0014], [0.0347, 0.2549, -0.5597], [-0.0254, -0.3551, -0.2637], [-0.3083, -0.4505, -0.0031], [0.5500, -0.0188, 0.5989], [-0.4614, 0.2178, 0.1632], [-0.0507, -0.5615, 0.1997], [0.6387, -0.7413, 0.8490], [-0.4172, 0.0776, 0.1632], [-0.6339, -0.0022, -0.4840], [-0.2177, 0.3567, -0.5081], [0.5894, 0.2353, 0.2834], [-0.7251, 0.5146, -0.3400], [-0.2335, 0.3470, 0.3152], [0.4398, -0.1439, -0.6705], [0.3165, -0.0104, 0.3171], [-1.0961, -0.1572, -0.9768], [-0.0456, -0.3463, 0.1269], [0.3757, -0.2123, 0.1464], [-0.3121, 0.4035, 1.0911], [0.2276, -0.2065, 0.4017], [0.1823, 0.2383, 0.2727], [0.7945, 0.2285, -0.0421], [-0.5356, 0.0071, -0.7069], [-0.1899, 0.0327, -0.1808], [0.6252, -0.1415, -0.1302], [0.4743, 0.6792, -0.6916], [-0.8402, 0.2365, -1.2550], [0.0250, 0.0505, 0.8485], [-0.0670, -1.2529, 0.6424], [-0.1114, -0.4931, -0.0601], [0.1327, 0.2743, 0.2400], [0.4551, 0.1231, -0.2270], [-0.1214, 0.1150, -0.0719], [0.0583, 0.0413, 0.4781], [0.1018, 0.0221, -0.0289], [-0.1283, -0.1318, -1.2795], [-0.2497, -0.1607, 0.4461], [1.0533, -0.5361, 0.2460], [0.8717, 0.1287, -0.1654], [-0.0676, -0.0153, 0.2367], [-0.3406, 0.0263, 0.2464], [-0.1777, 0.3109, 0.2717], [-0.1636, 0.0528, 0.3783], [-0.4333, -0.1431, -0.3152], [0.0104, 0.1099, 0.0072], [0.2007, 0.6749, -1.0003], [0.4113, -0.5751, 0.3804], [-0.8138, 1.1425, 0.1849], [0.3142, 0.1826, 0.1197], [0.2417, -0.7552, 0.6621], [-0.7727, 0.3798, 0.1365], [-0.2093, 0.2622, -0.1706], [0.5933, -0.2726, 0.1838], [0.2990, -0.3049, -0.3466], [-0.4517, -0.1996, -0.0839], [0.3827, -0.4442, 0.5329], [0.3837, -0.9912, -0.1740], [0.2473, 0.4038, -0.2487], [0.7597, -0.0249, 0.2678], [-0.2076, 0.0617, -0.1166], [-0.7051, 0.0196, -0.7276], [-0.1260, 0.1441, -0.0118], [-0.3644, 0.5142, 0.1091], [-0.2030, -0.0045, 0.2028], [-0.0953, 0.2163, 0.2359], [1.5915, 1.0437, 0.6935], [-0.9795, -0.5382, -1.1217], [0.2786, 0.6306, 0.1536], [-1.5239, -1.2675, 0.2832], [-0.0322, 0.2088, 0.4298], [-0.3598, -0.2773, -0.3054], [0.4330, -0.0501, -0.3275], [0.4270, -0.5746, -0.4202], [-0.2211, 0.1801, 0.2738], [-0.0298, 0.4607, 0.3672], [-2.3353, 0.9131, 0.4648], [0.6948, -1.0859, -0.2510], [1.0752, -0.3000, -0.2534], [0.5467, 0.3265, -1.5359], [0.2326, 0.1242, 0.3356], [0.5890, -0.4901, 0.2286], [-0.0604, 0.0353, 0.5380], [0.0092, 0.1842, -0.2284], [-0.2584, 0.4572, 0.3715], [-0.0558, -0.0326, 0.2068], [-0.4547, -0.8630, 0.5799], [-0.3295, 0.0805, -0.1637], [0.5959, -0.9020, -0.7474], [0.4501, 0.9563, 0.1216], [-0.1494, 0.8144, 0.1602], [-0.3355, -0.7076, -0.2672], [0.5850, 0.6312, 0.0290], [-0.6611, -0.2974, 0.1195], [-0.1607, 0.1852, -0.2299], [0.5170, 0.2160, 0.2497], [0.0309, 0.4034, -0.3789], [-0.2447, 0.1992, 0.6094], [0.6671, -0.2438, -0.1656], [-0.5268, 0.0070, 0.0196], [-0.0341, -0.2564, 0.0325], [-0.5400, -0.8181, -0.4813], [0.3748, -0.1268, -0.3840], [0.1804, 0.1502, 1.2621], [0.0517, 0.1308, -0.2575], [0.0250, 0.6413, -0.1616]], "multiplicity": 2, "total_energy_ev": -173548.27880, "s2": 0.75, "homo_lumo_gap_ha": [0.3236, 0.0937], "total_charge": 1}